<w>
Density functional theory data (ωB97M-V with the def2-TZVPD basis set) for a cluster of 7 separate species, C28H77N7O7 in total.

The geometry in XYZ format:
```
119
Properties=species:S:1:pos:R:3:mulliken_charge:R:1
C -9.11786 23.13931 38.85085 -0.383
O -10.23270 22.42872 39.21269 -0.432
C -11.25822 23.21830 39.77401 0.696
C -12.57872 22.48196 39.87342 0.232
C -13.12499 22.08268 38.50565 -1.491
N -13.48118 23.41829 40.53072 -0.498
H -9.24134 23.96630 38.12111 -0.299
H -8.39597 22.48293 38.36741 0.436
H -8.64695 23.68776 39.68436 0.380
H -10.94302 23.48502 40.79725 0.264
H -11.41365 24.16838 39.24248 -0.631
H -12.38388 21.58242 40.47468 0.247
H -12.43572 21.37074 38.04751 0.307
H -13.22755 22.95185 37.86003 0.267
H -14.04413 21.51464 38.66399 0.483
H -14.44454 23.11018 40.45021 0.223
H -13.31917 23.45282 41.53364 0.247
C -16.01635 27.92666 36.80192 -0.766
O -14.95201 28.77790 37.15130 -0.350
C -14.73117 28.79060 38.53726 -0.679
C -13.65436 29.78660 38.90610 0.138
C -12.36348 29.35794 38.27472 -1.522
N -13.51507 29.87247 40.35313 -0.417
H -16.96655 28.23635 37.25324 0.350
H -15.84888 26.87516 37.06158 0.273
H -16.09605 28.00705 35.71749 0.261
H -15.69190 28.96816 39.05435 0.532
H -14.42285 27.81384 38.96237 0.190
H -13.90634 30.75491 38.44305 0.222
H -11.98025 28.47748 38.79915 0.335
H -11.62260 30.15741 38.27407 0.588
H -12.55686 29.07077 37.24500 0.464
H -14.40079 30.06659 40.79953 0.263
H -12.82707 30.57764 40.57710 0.229
C -12.74292 26.09990 36.87428 -0.748
O -11.74831 25.71595 35.94026 -0.512
C -10.50186 26.37798 36.12114 0.828
C -9.55648 25.77644 35.10427 0.194
C -9.85606 26.30470 33.70506 -1.748
N -9.65187 24.29233 35.05856 -0.609
H -12.36765 25.94453 37.89121 -0.344
H -13.61483 25.46674 36.71527 0.311
H -13.04314 27.13915 36.73913 0.535
H -10.64926 27.45479 35.95672 0.668
H -10.12156 26.23717 37.13974 -1.096
H -8.51346 26.01482 35.33641 0.859
H -9.65183 27.37855 33.65398 0.588
H -10.91766 26.16420 33.49024 0.067
H -9.24406 25.79608 32.96308 0.352
H -9.30243 23.81636 35.88836 0.342
H -10.65700 24.18000 35.21678 -0.010
C -10.04460 26.91583 39.78563 0.054
O -10.27582 26.51831 41.11403 -0.500
C -11.13812 27.42702 41.80251 -0.495
C -12.30289 26.70197 42.43141 1.065
C -13.29208 27.71123 42.99000 -1.263
N -11.94153 25.67785 43.41253 -0.700
H -11.01096 26.83135 39.25444 -0.215
H -9.47839 26.16583 39.23295 0.053
H -9.69465 27.94324 39.66561 0.574
H -10.48518 27.97886 42.50214 0.304
H -11.49844 28.24332 41.16034 -0.018
H -12.80657 26.20543 41.59064 -0.123
H -12.81227 28.31854 43.76369 0.382
H -14.22315 27.25828 43.32119 0.424
H -13.56732 28.41318 42.19580 0.013
H -11.12288 25.20269 43.03525 0.288
H -11.60830 26.12368 44.26381 0.319
C -6.40228 25.66811 38.20430 -0.702
O -7.16365 26.77541 37.77938 0.172
C -6.47465 27.99754 37.87184 -0.881
C -7.34302 29.08584 37.20043 -0.064
C -8.63455 29.23922 37.98561 -0.507
N -7.67512 28.70737 35.81386 -0.675
H -5.68153 25.88799 38.99261 0.398
H -5.88502 25.17158 37.37144 0.284
H -7.09712 24.90377 38.57068 -0.040
H -6.34691 28.27373 38.92750 0.461
H -5.49853 27.95804 37.37208 0.426
H -6.77264 30.01433 37.20424 0.482
H -9.22542 30.02652 37.50707 0.313
H -8.44026 29.62596 38.98931 0.653
H -9.23219 28.33204 38.02320 -0.675
H -6.80537 28.56831 35.30113 0.302
H -8.05551 27.76306 35.84284 -0.169
C -12.19687 24.24650 30.84764 -0.262
O -12.56581 23.14277 31.65230 -0.400
C -11.70081 22.96077 32.74514 0.523
C -12.41662 22.23016 33.88352 0.453
C -12.95933 20.88120 33.46877 -1.708
N -13.51494 23.05475 34.41828 -0.588
H -11.84738 25.08971 31.44848 -0.099
H -13.07026 24.52978 30.26290 0.359
H -11.39929 23.91352 30.16973 0.245
H -10.75181 22.46911 32.46725 0.380
H -11.36144 23.92664 33.13719 -0.634
H -11.63046 22.10854 34.63651 0.279
H -12.13986 20.20203 33.23169 0.379
H -13.61095 20.92951 32.59277 0.286
H -13.58041 20.47065 34.26686 0.439
H -13.22749 24.02010 34.54545 0.168
H -14.21928 23.06286 33.68570 0.307
C -11.53386 28.06239 30.58314 -0.383
O -10.89073 28.33693 29.36540 -0.391
C -10.51800 27.17869 28.63884 -0.745
C -9.39559 26.37475 29.26690 1.449
C -8.12097 27.18697 29.45520 -1.517
N -9.12214 25.27536 28.33860 -0.757
H -11.99600 28.99281 30.91602 0.310
H -10.83066 27.72495 31.35068 0.057
H -12.35214 27.34212 30.44829 0.216
H -11.41374 26.54665 28.52444 0.332
H -10.21024 27.54479 27.65954 0.352
H -9.69463 26.02598 30.26783 -0.490
H -7.85283 27.71842 28.54347 0.331
H -7.30210 26.53548 29.76551 0.446
H -8.28204 27.89804 30.26846 0.310
H -8.38568 24.69320 28.72733 0.295
H -9.91567 24.64502 28.26074 0.279
```

Computed properties:
**E_HOMO**: -9.044 eV
**SMILES**: COC[C@H](C)N.COC[C@H](C)N.COC[C@H](C)N.COC[C@H](C)N.COC[C@H](C)N.COC[C@H](C)N.COC[C@H](C)N
**Total charge**: 0

<x>
Density functional theory data (ωB97M-V with the def2-TZVPD basis set) for a cluster of 7 separate species, C28H77N7O7 in total.

The geometry in XYZ format:
```
119
Properties=species:S:1:pos:R:3:mulliken_charge:R:1
C -2.00833 -0.44393 8.12872 -0.673
O -3.10879 -0.97805 7.32283 -0.388
C -3.27791 -0.21614 6.07955 -0.751
C -4.44374 -0.84948 5.19520 0.310
C -4.95221 -0.13857 3.95078 -1.349
N -5.54898 -0.99879 6.05508 -0.781
H -1.91669 -1.01870 9.05032 0.241
H -2.14097 0.60622 8.38895 0.292
H -1.16489 -0.55237 7.44687 0.290
H -3.51181 0.82726 6.29101 0.371
H -2.35194 -0.22161 5.50453 0.429
H -4.03536 -1.83222 4.95952 0.303
H -5.68678 -0.78646 3.47249 0.312
H -4.32554 0.12897 3.10002 0.368
H -5.33507 0.84046 4.23892 0.316
H -4.99415 -1.23822 6.86437 0.426
H -5.78561 -0.05140 6.31304 0.286
C 7.57702 -1.49313 -0.22903 -0.776
O 6.58220 -2.05762 -1.11061 -0.275
C 7.18802 -2.63114 -2.30597 -0.738
C 6.08007 -3.36254 -3.14157 0.405
C 6.51283 -3.89843 -4.48598 -1.320
N 4.98066 -2.44227 -3.41634 -0.771
H 8.14950 -0.66937 -0.65539 0.310
H 8.35627 -2.23263 -0.04461 0.303
H 7.19443 -1.23220 0.75770 0.267
H 7.72408 -1.83262 -2.81890 0.381
H 7.83949 -3.41115 -1.91193 0.373
H 5.67470 -4.15460 -2.51195 0.280
H 7.14284 -4.73664 -4.18834 0.349
H 6.98881 -3.08992 -5.04083 0.337
H 5.65361 -4.27608 -5.04025 0.386
H 4.65525 -2.09137 -2.52692 0.255
H 4.28518 -3.00921 -3.88001 0.232
C -2.84944 -0.06247 -6.09544 -0.762
O -2.81529 -0.53274 -7.39995 -0.308
C -1.59363 -0.22686 -8.00206 -0.608
C -1.49294 -1.01595 -9.30832 0.361
C -1.38170 -2.54171 -9.09317 -1.171
N -0.34165 -0.51832 -10.12576 -0.768
H -2.21139 -0.67943 -5.46270 0.320
H -3.88185 -0.28161 -5.82303 0.259
H -2.77560 1.02500 -6.08831 0.312
H -1.50773 0.82679 -8.26764 0.303
H -0.75722 -0.57975 -7.39875 0.293
H -2.43630 -0.81419 -9.81573 0.297
H -0.88551 -2.84098 -10.01638 0.365
H -2.30213 -3.12324 -9.04094 0.292
H -0.68372 -2.78175 -8.29110 0.285
H -0.32419 -1.12064 -10.93632 0.258
H -0.67177 0.32389 -10.57499 0.270
C -8.78676 3.08159 -2.31001 -0.681
O -9.29504 2.17006 -3.32247 -0.351
C -10.66001 1.68195 -3.01122 -0.598
C -10.64933 0.59638 -1.83773 0.605
C -10.06592 -0.74263 -2.25881 -1.379
N -12.01653 0.42081 -1.27583 -0.706
H -7.72907 3.29010 -2.47102 0.276
H -8.85085 2.73676 -1.27798 0.273
H -9.25299 4.05587 -2.45668 0.267
H -11.19991 2.58283 -2.71963 0.328
H -11.08707 1.33086 -3.95061 0.289
H -10.04709 0.90989 -0.98501 0.187
H -10.00978 -1.40987 -1.39873 0.341
H -9.04989 -0.69515 -2.65064 0.317
H -10.70830 -1.14014 -3.04458 0.342
H -12.35419 1.32769 -0.98658 0.247
H -12.69170 0.05188 -1.93015 0.243
C 6.03844 6.18037 2.82364 -0.806
O 6.38601 5.76501 1.52434 -0.253
C 7.40646 6.58083 0.94340 -0.721
C 7.84595 6.05185 -0.37047 0.485
C 8.90964 7.08490 -0.98295 -1.443
N 6.78983 6.05078 -1.37676 -0.749
H 5.52941 5.31267 3.24326 0.259
H 5.38271 7.05004 2.86605 0.311
H 6.83983 6.37571 3.53619 0.321
H 6.96150 7.57349 0.87456 0.299
H 8.27389 6.58816 1.60341 0.341
H 8.21214 5.02639 -0.32105 0.290
H 9.50056 6.61370 -1.76837 0.397
H 9.69981 7.27516 -0.25663 0.395
H 8.43846 7.96178 -1.42699 0.391
H 7.19843 5.88031 -2.28455 0.246
H 6.25399 5.22451 -1.15261 0.235
C -1.74495 4.36731 0.82998 -0.746
O -1.02111 3.26422 0.30917 -0.299
C 0.33925 3.53227 0.34593 -0.666
C 1.08934 2.20958 -0.18841 0.494
C 1.13226 1.08513 0.83097 -1.489
N 2.49349 2.47179 -0.33841 -0.653
H -1.86722 5.02450 -0.03098 0.289
H -1.18737 4.94270 1.56898 0.327
H -2.70577 4.08565 1.26083 0.240
H 0.61949 4.37302 -0.28865 0.387
H 0.68547 3.72847 1.36069 0.338
H 0.65451 1.83376 -1.11458 0.185
H 0.15299 0.74107 1.16379 0.364
H 1.64500 1.29053 1.77066 0.336
H 1.57260 0.21363 0.34652 0.387
H 2.84751 3.12576 0.34503 0.260
H 2.97964 1.60331 -0.16669 0.247
C 3.58566 -4.98706 5.45884 -0.680
O 2.81080 -5.96092 6.14013 -0.325
C 1.39314 -5.78698 6.04820 -0.717
C 0.52444 -6.87869 6.72178 0.675
C 0.67021 -8.15147 6.03366 -1.402
N -0.86239 -6.52821 6.69311 -0.731
H 3.43035 -4.00311 5.90135 0.280
H 3.28397 -5.03109 4.41236 0.310
H 4.64634 -5.21242 5.56964 0.233
H 1.06663 -4.89857 6.58877 0.278
H 1.04135 -5.68821 5.02126 0.357
H 0.78015 -6.93430 7.77990 0.260
H 0.26077 -8.14257 5.02353 0.329
H 0.12966 -8.91428 6.59404 0.372
H 1.71439 -8.46390 6.04765 0.328
H -1.45123 -7.08734 7.29374 0.246
H -1.00632 -5.58009 7.01003 0.188
```

Computed properties:
**E_HOMO**: -8.874 eV
**SMILES**: COC[C@H](C)N.COC[C@H](C)N.COC[C@H](C)N.COC[C@H](C)N.COC[C@H](C)N.COC[C@H](C)N.COC[C@H](C)N
**Total charge**: 0

Winner for stability: <w>

<w>
Density functional theory data (ωB97M-V with the def2-TZVPD basis set) for the molecule C5H9NO3.

The geometry in XYZ format:
```
18
Properties=species:S:1:pos:R:3:mulliken_charge:R:1
C -0.17891 1.64556 -0.17344 -1.342
C 0.04111 0.11972 -0.60347 0.504
C -0.52847 -0.87101 0.08007 -0.013
C -1.24359 -0.63213 1.39415 -0.519
O -0.32708 -0.44071 2.45835 -0.136
N 0.88545 -0.17051 2.03157 0.240
O 1.74497 0.08406 2.81008 -0.473
C 0.62817 0.00568 -2.00766 -0.568
O 0.95159 -1.31820 -2.20738 -0.555
H 0.17631 2.40145 -0.90297 0.362
H 0.39462 1.69845 0.79064 0.307
H -1.19963 1.70858 0.05135 0.358
H -0.56569 -1.84993 -0.41937 0.413
H -1.72159 -1.57125 1.81628 0.279
H -2.16716 0.05719 1.36242 0.238
H -0.21329 0.08349 -2.76183 0.236
H 1.57435 0.61503 -2.14485 0.338
H 1.74885 -1.56548 -1.57393 0.329
```

Computed properties:
**E_HOMO**: -9.120 eV
**SMILES**: C/C(=C\CON=O)CO
**Total charge**: 0

<x>
Density functional theory data (ωB97M-V with the def2-TZVPD basis set) for a cluster of 3 separate species, C5H9NO3 in total.

The geometry in XYZ format:
```
18
Properties=species:S:1:pos:R:3:mulliken_charge:R:1
C -2.60784 -0.98574 -0.29264 -0.956
C 0.75225 1.78021 -0.59290 -1.217
N -1.86711 0.25705 -0.28297 -0.239
C 2.62552 -0.85850 0.26328 0.312
C 0.52160 0.39374 -0.27169 0.416
C 0.23149 -0.73870 0.06003 -0.117
O -2.16929 0.96177 0.89184 -0.369
O 3.43756 0.22362 0.28872 -0.374
O 2.98445 -1.98096 0.45447 -0.482
H -2.28293 0.32948 1.62482 0.337
H 4.35244 -0.07320 0.48376 0.316
H 0.05740 -1.76025 0.30710 0.456
H -2.28932 -1.56702 -1.15877 0.338
H -2.47307 -1.60208 0.61663 0.396
H -3.68240 -0.77668 -0.38634 0.263
H -0.07277 2.36301 -0.17648 0.324
H 1.69662 2.10651 -0.15563 0.326
H 0.78541 1.92773 -1.67323 0.268
```

Computed properties:
**E_HOMO (spin up / spin down)**: -8.037 / -7.430 eV
**Total charge**: 0

<y>
Density functional theory data (ωB97M-V with the def2-TZVPD basis set) for a cluster of 2 separate species, C5H9NO3 in total.

The geometry in XYZ format:
```
18
Properties=species:S:1:pos:R:3:mulliken_charge:R:1
C -0.48442 -0.73145 -0.82347 -0.188
C 0.84923 -1.01284 -0.13865 -0.021
C 0.06605 0.41943 1.41396 -0.633
C -0.33830 0.75057 -0.10727 0.730
C 0.90780 1.12326 -0.72065 -0.765
H -2.37749 -0.88362 -0.02609 0.204
H -1.60295 -2.27741 -0.85190 0.272
H -0.35504 -1.11321 -2.02449 0.279
H 1.59534 -1.80272 -0.09960 0.477
H -0.80301 0.45620 2.03292 0.403
H 0.72304 1.22504 1.71831 0.318
H -2.17202 1.28288 -0.95172 0.412
H 1.05539 1.53427 -1.83042 0.234
H 1.38659 1.97577 -0.16983 0.294
N -1.62647 -1.47848 -0.22774 -0.501
O 0.63211 -0.78873 1.40525 -0.434
O -1.38919 1.69741 0.02640 -0.688
O 1.74874 -0.07639 -0.67497 -0.392
```

Computed properties:
**E_HOMO**: -9.417 eV
**Total charge**: 0

<z>
Density functional theory data (ωB97M-V with the def2-TZVPD basis set) for a structure of composition C5H9NO3.

The geometry in XYZ format:
```
18
Properties=species:S:1:pos:R:3:mulliken_charge:R:1
C 0.81156 1.03256 -1.47649 -1.335
C -1.18896 0.31188 1.76723 -1.293
N -1.80276 -0.43736 -0.44610 -0.970
C 0.20188 -1.37524 0.12923 0.513
C 0.48291 0.63582 -0.07813 0.347
C -0.80218 0.06493 0.32440 1.140
O 0.47819 -1.74566 -1.14933 -0.411
O 1.28178 1.10515 0.91308 -0.497
O 0.44928 -2.06328 1.08312 -0.555
H 0.61847 -2.70408 -1.14187 0.353
H 2.20843 1.01107 0.65205 0.377
H -1.57362 -0.41840 -1.43978 0.262
H 1.80792 0.67163 -1.75626 0.382
H 0.79151 2.12593 -1.54241 0.381
H 0.10339 0.63002 -2.19268 0.260
H -0.37717 0.17430 2.47892 0.324
H -1.99028 -0.37405 2.02517 0.341
H -1.50033 1.35479 1.84985 0.380
```

Computed properties:
**E_HOMO (spin up / spin down)**: -7.830 / -7.827 eV
**Total charge**: 0

Winner for stability: <z>